(1)
The following is a DFT calculation (the ωB97M-V functional and the def2-TZVPD basis) of a 11-piece molecular cluster, C48H50F8O21 overall at a distorted geometry.

CARTESIAN COORDINATES (ANGSTROEM)
1 C 10.75 8.91 21.25
2 H 12.82 11.67 8.83
3 O 15.56 14.69 18.19
4 C 12.80 13.76 9.09
5 O 10.92 13.41 15.35
6 H 11.22 16.50 13.94
7 H 12.05 7.34 14.25
8 F 11.43 21.48 17.08
9 C 13.35 12.52 9.23
10 C 7.45 14.47 13.92
11 O 14.24 16.39 18.35
12 H 12.98 14.69 13.19
13 C 15.75 11.60 16.09
14 H 10.18 14.19 13.66
15 O 11.65 19.26 17.00
16 C 14.82 15.46 17.50
17 C 10.73 10.69 19.57
18 F 8.88 10.92 18.31
19 C 8.89 15.58 12.58
20 H 9.83 6.84 13.37
21 C 8.84 9.12 19.82
22 H 7.80 8.92 19.48
23 C 11.39 20.39 15.07
24 O 9.57 16.44 12.20
25 H 13.12 20.59 16.53
26 O 16.30 17.37 14.99
27 F 18.50 17.37 14.51
28 H 11.16 11.48 19.03
29 C 13.37 14.93 9.56
30 H 14.93 12.33 12.82
31 C 14.65 14.86 10.03
32 C 8.85 16.25 19.48
33 C 8.95 8.54 14.30
34 H 13.20 8.90 10.75
35 C 10.45 9.96 15.43
36 O 14.50 17.10 13.57
37 H 11.81 13.82 8.69
38 O 8.15 15.71 13.69
39 H 17.73 16.72 16.22
40 H 11.08 21.34 14.72
41 F 15.08 11.26 10.03
42 C 8.03 14.15 18.27
43 C 9.11 15.33 18.30
44 C 11.31 9.02 9.67
45 C 7.58 13.77 12.64
46 C 15.63 12.30 13.70
47 C 12.04 20.44 16.40
48 H 12.24 10.45 21.09
49 H 17.16 14.56 15.33
50 H 6.45 14.73 14.33
51 H 8.23 13.44 19.10
52 O 16.05 15.49 13.76
53 H 11.17 8.52 22.13
54 H 9.04 7.61 21.35
55 H 12.08 15.93 15.29
56 H 14.80 14.22 20.08
57 C 9.16 9.70 15.02
58 C 10.62 10.92 11.57
59 H 12.51 9.23 15.61
60 H 16.77 11.99 15.98
61 C 10.44 18.94 16.46
62 C 11.36 10.02 20.65
63 C 14.57 12.49 9.82
64 O 14.74 15.51 16.36
65 C 12.22 9.35 10.65
66 H 14.21 16.45 20.43
67 H 8.37 10.37 15.36
68 H 6.70 13.97 12.04
69 O 10.41 14.88 18.53
70 C 9.99 7.76 13.89
71 O 16.97 11.80 13.34
72 C 17.50 16.73 15.15
73 C 11.81 10.27 11.58
74 H 18.04 15.10 13.80
75 C 9.48 10.22 19.28
76 O 13.08 13.29 14.69
77 O 12.45 12.45 16.71
78 C 14.87 16.32 19.58
79 H 14.24 10.92 14.82
80 H 15.70 13.30 14.14
81 H 10.65 10.86 16.05
82 C 11.05 14.34 14.25
83 H 8.07 13.63 17.30
84 H 11.63 8.40 8.85
85 H 16.32 13.45 10.60
86 O 18.00 9.81 13.13
87 H 7.70 12.73 12.77
88 O 9.86 15.93 20.41
89 C 9.69 10.50 10.66
90 H 10.37 11.76 12.23
91 C 17.05 10.44 13.47
92 F 8.15 13.81 14.94
93 F 15.91 17.23 19.57
94 H 12.06 19.98 14.32
95 O 11.90 14.83 20.19
96 C 10.02 9.62 9.62
97 H 8.77 17.29 19.18
98 C 17.26 15.32 14.56
99 O 9.76 18.14 17.01
100 F 7.68 8.17 13.99
101 H 15.68 10.80 16.88
102 H 9.33 9.40 8.83
103 C 11.28 8.00 14.36
104 F 12.78 10.71 12.51
105 O 15.97 10.06 14.17
106 C 12.34 13.86 13.57
107 C 15.49 16.68 14.05
108 H 15.06 15.82 10.46
109 H 15.12 12.51 16.32
110 H 7.05 14.60 18.26
111 C 15.45 14.91 19.59
112 C 9.53 8.43 20.78
113 H 8.73 10.97 10.74
114 C 11.17 15.72 14.75
115 C 10.84 15.17 19.76
116 C 15.30 13.59 10.20
117 H 7.94 15.89 19.96
118 O 10.32 19.49 15.29
119 O 8.68 14.43 11.96
120 C 12.16 13.00 15.72
121 H 12.81 15.92 9.53
122 C 11.53 9.06 15.16
123 H 12.26 13.11 12.79
124 C 15.28 11.21 14.71
125 H 10.32 15.93 15.38
126 H 9.08 15.87 17.37
127 H 16.42 14.86 20.03

**HOMO level**: -9.092 eV
**DFT total energy**: -4238.09816 Ha
**LUMO**: 0.0062 Eh
**Total charge**: 0
**SMILES**: O=C1OC[C@@H](F)O1.O=C1OC[C@@H](F)O1.O=C1OC[C@@H](F)O1.O=C1OC[C@@H](F)O1.C[C@H]1COC(=O)O1.C[C@H]1COC(=O)O1.C[C@H]1COC(=O)O1.Fc1ccccc1.Fc1ccccc1.Fc1ccccc1.Fc1ccccc1
**Strongest force on any atom**: 0.08574 Eh/bohr
**HOMO-LUMO gap**: 0.340 Ha

***

(2)
The following is a DFT calculation (the ωB97M-V functional and the def2-TZVPD basis) of C48H50FN4O9PSTl as an isolated structure.

CARTESIAN COORDINATES (ANGSTROEM)
1 C -7.25 0.99 -2.03
2 C -4.57 0.23 -2.20
3 N -0.15 3.93 -1.97
4 H 2.50 -5.49 2.53
5 H -3.81 1.84 -4.13
6 H 4.75 -1.69 2.12
7 H -1.45 -2.52 4.81
8 C -2.97 -2.08 -2.85
9 H -0.47 2.39 -6.74
10 H 5.10 -4.09 3.49
11 C 4.80 -0.39 0.45
12 C 2.91 -0.50 -1.06
13 H 7.45 -0.83 3.24
14 O 0.28 0.29 0.98
15 H -8.29 1.28 -1.96
16 O 0.32 -1.38 -1.47
17 C 4.31 -4.24 2.76
18 C -2.71 -2.52 -4.15
19 H -7.61 -0.56 -3.46
20 O -1.85 -1.95 0.48
21 H 6.24 1.09 3.09
22 H -3.39 -5.81 -3.75
23 C 0.20 4.42 -0.65
24 O 0.13 1.74 -1.43
25 H 0.72 -3.95 2.16
26 H -0.30 -0.59 -3.67
27 C -0.94 0.38 3.06
28 C -2.86 -3.86 -4.47
29 O -2.73 2.51 -1.37
30 H 7.93 -0.28 0.29
31 H -2.65 -4.19 -5.48
32 C 7.20 -0.50 1.08
33 H -2.39 -1.82 -4.91
34 C -6.87 -0.04 -2.87
35 C 0.38 -2.76 0.45
36 C -2.21 2.22 -5.51
37 C -0.79 4.87 -2.88
38 O 1.34 -0.31 2.81
39 H 7.05 3.16 2.00
40 H 0.18 2.76 2.17
41 H -5.13 0.46 5.38
42 C -6.29 1.65 -1.27
43 H 0.78 3.66 -0.13
44 H -0.15 5.75 -3.01
45 Tl -1.35 0.07 -0.34
46 O -1.52 -4.14 0.77
47 H -1.00 -2.52 3.12
48 H 2.36 -0.11 -1.90
49 H -0.95 4.40 -3.84
50 C -1.50 -0.58 3.90
51 H 8.28 2.12 1.27
52 H -2.75 3.02 -6.02
53 C -2.66 -0.26 4.60
54 N 2.45 -2.95 1.65
55 H 2.89 -5.08 4.26
56 O -3.22 1.12 0.54
57 H 3.03 -2.65 3.66
58 H -0.71 4.63 -0.08
59 C -0.21 2.63 -2.22
60 C -3.28 -4.76 -3.50
61 H 7.00 -1.57 1.05
62 C 2.35 -1.50 -0.27
63 S -3.76 2.15 -0.40
64 C -0.92 -1.96 4.05
65 C 3.03 -1.98 0.85
66 C -2.14 0.53 -3.81
67 C -4.97 1.27 -1.36
68 C -2.64 1.95 3.69
69 H 0.14 -1.91 4.33
70 C -1.11 -3.01 0.56
71 H -5.05 2.13 4.82
72 C 1.15 -3.27 1.44
73 H -3.09 2.93 3.60
74 C -0.25 0.85 -5.26
75 H 0.75 0.59 -5.57
76 C -2.82 1.55 -4.46
77 F 4.69 0.98 -1.48
78 C 0.31 0.07 2.28
79 H -3.11 -1.01 5.24
80 H 8.86 -0.06 2.47
81 C 7.77 -0.14 2.46
82 C 3.01 -4.83 3.22
83 C -3.41 -2.98 -1.89
84 H -3.87 -5.02 -1.45
85 H 0.78 5.33 -0.75
86 C -3.24 1.00 4.51
87 C -4.48 1.33 5.29
88 P -2.85 -0.33 -2.39
89 H -3.62 -2.66 -0.88
90 H 4.65 -4.50 1.76
91 H -1.75 5.19 -2.47
92 C 7.26 2.15 1.65
93 H 5.30 2.20 0.73
94 H 7.72 1.61 3.63
95 C -0.93 1.87 -5.92
96 C -3.56 -4.32 -2.22
97 N 5.98 0.25 0.90
98 H -0.57 2.40 -3.23
99 C 6.23 1.65 0.62
100 C -0.91 2.72 2.07
101 C 4.12 0.02 -0.71
102 C -0.84 0.18 -4.21
103 O -4.41 3.24 0.27
104 H -6.56 2.46 -0.60
105 H -1.32 3.69 2.32
106 H -5.26 -1.25 -3.60
107 C -1.50 1.65 2.96
108 H -1.13 2.53 1.02
109 C 0.96 -1.88 -0.52
110 H 6.62 1.84 -0.38
111 C 3.09 -3.38 2.86
112 C 4.26 -1.40 1.20
113 C -5.54 -0.43 -2.95
114 N 7.22 1.22 2.83
115 H -4.23 1.66 6.30

**HOMO level**: -9.782 eV
**DFT total energy**: -3767.02334 Ha
**LUMO**: -0.1079 Eh
**Total charge**: +1
**Strongest force on any atom**: 0.00704 Eh/bohr
**HOMO-LUMO gap**: 0.252 Ha

***

(3)
The following is a DFT calculation (the ωB97M-V functional and the def2-TZVPD basis) of C48H52BInN2O9P2S2 as an isolated structure.

CARTESIAN COORDINATES (ANGSTROEM)
1 P -2.29 -1.30 -1.41
2 C -3.26 2.98 4.09
3 H -5.05 -0.35 -2.29
4 H -0.79 -3.03 -4.68
5 H 1.08 0.26 -4.51
6 C -2.64 -2.51 -2.77
7 H 0.04 -1.70 5.64
8 H -4.19 3.63 -3.60
9 C 6.02 1.37 -0.01
10 S -0.82 -4.14 1.06
11 N 5.28 -2.37 2.23
12 C -3.65 -1.73 -0.21
13 C -2.63 1.48 2.30
14 In 1.49 -0.71 0.43
15 C -4.77 1.66 -2.98
16 C 0.97 -2.38 -3.67
17 O 0.24 -1.83 -2.57
18 H -1.81 3.31 -3.00
19 C 1.33 -3.81 -3.27
20 H 3.47 -2.71 -5.00
21 N 2.72 2.42 6.10
22 H 3.85 -2.57 0.67
23 H -2.06 -4.15 -1.50
24 C -2.42 -3.86 -2.49
25 O 3.54 1.62 5.71
26 C -2.99 -2.15 -4.07
27 C 4.84 2.10 -0.03
28 C -3.07 3.83 1.86
29 H 1.92 -4.30 -4.04
30 C 3.63 1.46 0.21
31 H 5.54 -2.58 0.19
32 C -2.59 -4.83 -3.47
33 H -3.78 -2.42 2.60
34 C 2.00 -0.28 -4.74
35 O 0.62 0.94 1.60
36 H -4.10 0.32 0.29
37 C 4.82 -2.10 0.85
38 P -2.13 -0.14 1.52
39 H 6.88 -0.57 0.30
40 C -2.10 1.30 -2.31
41 C 4.44 -1.70 3.22
42 H 4.79 -1.98 4.22
43 B 1.10 -1.09 -1.76
44 O 1.82 -4.35 2.22
45 H 4.86 3.16 -0.26
46 H 2.83 0.42 -4.62
47 H -2.40 -5.87 -3.23
48 O 1.73 -3.22 0.05
49 H 1.87 -3.83 -2.32
50 C 5.23 -3.81 2.45
51 H -0.31 -1.39 -5.12
52 H 0.92 4.32 6.52
53 O 2.30 -0.87 -2.45
54 C 5.97 0.01 0.27
55 C -2.06 -1.20 3.02
56 H 2.73 2.06 0.16
57 H 6.98 1.85 -0.21
58 O 0.40 2.96 0.62
59 C -0.82 -1.84 4.99
60 C 1.71 2.92 5.12
61 C -3.78 -0.59 0.81
62 C 3.52 -2.14 -4.07
63 C -2.79 -3.06 4.38
64 H -3.31 -2.66 0.26
65 H -0.25 -0.25 3.67
66 C -2.90 1.71 3.65
67 C -3.36 4.04 3.20
68 H -3.08 -5.22 -5.53
69 C -2.96 -4.47 -4.76
70 H -3.43 -2.82 -6.06
71 H -5.81 1.79 -3.24
72 H 4.32 -1.39 -4.17
73 H -4.52 -0.80 1.58
74 C -3.16 -3.12 -5.06
75 H 3.38 -1.98 3.14
76 O 2.67 2.86 7.24
77 C 4.75 -0.63 0.53
78 C -0.06 4.41 4.59
79 C 0.61 2.22 1.57
80 H -0.75 5.20 4.88
81 H 5.62 -4.04 3.45
82 H 1.97 -0.61 -5.78
83 O 0.95 -2.06 1.99
84 C 0.75 2.84 2.95
85 H 2.32 1.52 3.60
86 C -3.86 2.69 -3.19
87 C -1.72 -2.87 5.24
88 S 1.05 -3.47 1.35
89 C -2.95 -2.23 3.27
90 H 4.52 -0.62 3.12
91 C -4.34 0.45 -2.45
92 H -3.12 -1.11 -4.33
93 H -3.46 3.13 5.15
94 C -2.70 2.57 1.42
95 C -3.00 0.25 -2.11
96 H -1.58 -3.53 6.09
97 H 0.40 -4.37 -3.12
98 H -2.82 0.90 4.36
99 C -2.52 2.51 -2.85
100 C 2.21 -1.44 -3.78
101 H -1.06 1.16 -2.02
102 H -3.64 5.02 3.55
103 H -4.60 -1.92 -0.71
104 H 4.20 -4.22 2.38
105 H -0.80 4.25 2.57
106 H -2.43 2.42 0.37
107 H 3.79 -2.81 -3.25
108 C -0.10 3.88 3.31
109 H -3.12 4.65 1.15
110 C 1.67 2.34 3.87
111 H 5.85 -4.32 1.71
112 C -0.98 -1.02 3.89
113 H 0.60 -2.78 -5.76
114 C 3.55 0.08 0.51
115 C 0.07 -2.39 -4.88
116 H -3.49 -3.87 4.55
117 C 0.86 3.93 5.51

**HOMO level**: -2.389 eV
**DFT total energy**: -4341.18771 Ha
**LUMO**: 0.1389 Eh
**Total charge**: -2
**Strongest force on any atom**: 0.01629 Eh/bohr
**HOMO-LUMO gap**: 0.227 Ha

***

(4)
The following is a DFT calculation (the ωB97M-V functional and the def2-TZVPD basis) of C48H52BN5O6STi as an isolated structure.

CARTESIAN COORDINATES (ANGSTROEM)
1 C -3.15 -0.65 1.18
2 C -2.41 1.17 -4.24
3 H 3.23 5.84 -1.10
4 H -3.76 1.01 -0.50
5 H 3.27 -1.78 -2.66
6 H 3.86 -2.77 3.08
7 H -2.16 -0.02 -2.48
8 C -1.07 -0.94 -4.06
9 C 5.32 3.22 -0.75
10 C -3.75 -1.90 3.24
11 H -1.22 -3.81 0.60
12 H -7.06 3.73 -0.71
13 H 0.57 -5.11 -3.09
14 H 5.66 5.33 -0.85
15 C -2.28 -0.19 -3.55
16 H 6.36 2.96 -0.64
17 H 2.10 -2.02 -1.37
18 H 1.98 1.74 7.25
19 H -6.20 1.42 -0.46
20 H -3.72 -1.22 -4.82
21 C 3.65 -2.16 2.19
22 C -0.16 -1.74 1.88
23 N -0.36 -1.75 -1.81
24 H 2.20 -2.06 0.61
25 C 0.94 -2.46 -5.21
26 C 2.13 -4.00 1.50
27 H 4.98 -1.03 -1.05
28 H 3.41 -3.19 -1.61
29 C 1.83 -3.32 -3.09
30 C -5.99 3.54 -0.72
31 H -1.92 -1.14 4.70
32 C -3.55 -1.02 -3.76
33 H 3.76 -1.11 2.46
34 C 1.23 1.82 3.99
35 C 2.70 -2.53 -2.12
36 H -3.23 0.31 1.66
37 C -0.90 -0.99 -5.45
38 C -5.10 4.60 -0.87
39 H 2.24 -1.90 4.26
40 C 2.65 3.78 -1.03
41 H 3.43 -0.43 -0.42
42 C 0.82 -2.45 -3.83
43 H -1.59 -0.44 -6.08
44 H 2.95 -4.41 0.91
45 H -4.42 -0.49 -3.37
46 C 4.92 4.54 -0.87
47 O 2.09 1.49 -0.94
48 H 3.08 1.47 5.03
49 H -3.27 1.70 -3.86
50 O 2.30 3.09 2.01
51 C -1.80 2.82 -0.76
52 S 1.65 1.84 2.29
53 C 1.28 -4.59 -2.43
54 H -0.42 2.26 7.40
55 C -5.51 2.25 -0.58
56 B 0.00 -0.94 -0.64
57 C 1.25 4.13 -1.08
58 C -0.91 -3.01 -0.04
59 H -1.52 1.79 -4.07
60 H -1.28 -3.68 -2.08
61 H -2.54 1.07 -5.32
62 C 4.42 2.16 -0.78
63 C 2.02 1.69 5.11
64 H 0.21 -1.77 -7.10
65 N -0.98 3.79 -0.95
66 H 0.78 -4.38 -1.48
67 O 4.98 0.94 -0.64
68 C -0.19 -1.66 -3.25
69 H 3.90 -0.06 -2.09
70 H -5.48 5.61 -0.98
71 C 0.10 -1.74 -6.03
72 C -4.15 2.02 -0.59
73 N 0.30 3.29 -0.92
74 H -4.13 -0.92 0.78
75 H -3.04 5.18 -0.99
76 H -3.46 -2.64 3.99
77 H 2.15 -4.46 2.49
78 C -1.07 -1.33 4.06
79 H 0.98 5.18 -1.23
80 N 0.12 1.79 1.73
81 O -1.36 1.57 -0.62
82 N -0.35 -1.84 0.46
83 Ti 0.46 1.23 -0.20
84 C -3.25 3.07 -0.73
85 C -0.12 2.12 4.06
86 H -3.96 -0.96 3.75
87 C 3.05 2.44 -0.92
88 C -0.79 2.20 2.71
89 C -0.74 2.29 5.29
90 C 0.19 -1.41 4.61
91 H 0.33 -1.24 5.67
92 H 2.50 -3.67 -3.88
93 C -0.93 -2.94 -1.38
94 H 4.42 -2.40 1.46
95 H -2.46 -0.56 0.34
96 C 4.27 -0.21 -1.07
97 C 3.58 4.82 -1.02
98 H 2.10 -5.27 -2.23
99 C -1.29 -1.55 2.70
100 C -3.74 4.37 -0.88
101 H -1.79 2.52 5.33
102 O -1.94 2.49 2.53
103 H -3.47 -1.98 -3.24
104 C 2.27 -2.48 1.62
105 H 1.19 -4.28 1.02
106 H -4.69 -2.24 2.79
107 C 1.11 -1.94 2.44
108 C 1.27 -1.76 3.81
109 C 0.04 2.14 6.43
110 C 1.40 1.85 6.34
111 H 1.72 -3.06 -5.66
112 C -2.70 -1.73 2.15
113 H -2.68 -2.67 1.58
114 O 2.26 0.66 1.73

**HOMO level**: -7.778 eV
**DFT total energy**: -3858.17730 Ha
**LUMO**: -0.0206 Eh
**Total charge**: 0
**Strongest force on any atom**: 0.01436 Eh/bohr
**HOMO-LUMO gap**: 0.265 Ha